Computed, not measured: the molecule C18H13N3O4S2, with ωB97M-V/def2-TZVPD.

The calculation puts the HOMO-LUMO gap at 0.262 Ha. As for the largest force on an atom: 5.244 eV Å⁻¹. The charge is 0.

```
40
Properties=species:S:1:pos:R:3:forces:R:3
O 3.06174 1.23221 1.27438 -1.40 -0.86 -0.81
O 2.70721 -0.59618 2.83585 -1.43 0.06 -1.97
O -1.03904 -0.57278 -4.10862 3.82 3.35 -1.31
N -0.27065 -3.69221 -0.32459 -1.82 -1.24 1.41
N 0.36515 -2.48448 1.51680 -1.32 -1.30 -0.75
O -0.41147 -3.58502 1.09924 2.52 1.96 -2.79
S 0.16068 -3.15231 -3.40063 0.58 0.22 -0.66
C -3.80354 -3.06324 -2.79478 -0.02 -0.39 -0.07
C -1.17805 1.06097 3.92530 0.56 1.22 -2.14
C -1.11156 2.57817 2.01299 -0.07 -0.49 0.71
C 0.01274 0.47690 3.45667 -1.00 0.19 1.04
C 0.06524 2.00493 1.57665 -0.52 -0.39 0.39
C 1.64481 -1.16661 -2.14717 -1.44 -1.63 -0.50
C 2.03835 -0.46132 -1.00261 0.39 0.84 2.30
C -4.14452 -1.77162 -3.16368 1.04 0.17 -0.15
C -2.46556 -3.49149 -2.93090 -1.74 0.39 0.36
C -1.76580 2.10483 3.17381 0.82 0.05 0.35
C 0.58301 0.92977 2.29599 1.33 -0.27 -1.07
C 0.79672 -2.24739 -2.00291 0.53 0.60 -2.37
C 1.60145 -0.83157 0.27337 2.36 2.29 -1.08
C -3.11375 -0.94541 -3.62386 -3.70 0.30 0.99
C -1.50800 -2.60589 -3.41599 -0.35 -2.99 1.99
C 0.41987 -2.66909 -0.73582 -0.65 -1.09 1.59
C 0.81537 -1.97181 0.39134 0.01 0.64 2.74
N -1.85725 -1.34806 -3.68597 -1.17 -1.04 -0.44
C -2.98524 2.83830 3.65996 -0.35 -0.92 0.50
S 2.15342 0.17518 1.71051 1.14 0.75 2.42
H -4.60166 -3.69728 -2.39665 0.59 -0.05 -0.14
H -1.60383 0.78384 4.85349 -0.36 -0.41 0.71
H -1.48590 3.43325 1.47372 -0.29 0.10 -0.01
H 0.46905 -0.26173 4.09181 0.33 -0.35 -0.28
H 0.53127 2.40367 0.69990 0.44 -0.03 -0.32
H 1.92457 -0.86635 -3.15362 -0.02 0.06 0.27
H 2.68904 0.41734 -1.12591 -0.36 -0.43 0.31
H -5.16939 -1.40585 -3.06476 0.47 -0.01 -0.13
H -2.24768 -4.49749 -2.57585 0.47 0.36 -0.31
H -3.31157 0.09919 -3.85759 0.47 -0.35 -0.14
H -3.60955 3.07068 2.81249 -0.33 0.29 -0.20
H -2.74859 3.74644 4.20423 0.21 0.23 -0.10
H -3.57952 2.22156 4.35837 0.26 0.16 -0.35
```
Forces are in eV/Å.

Atom charges from the Mulliken analysis, given in e for atoms 1 to 2: -0.71, -0.70